(1)
Computed, not measured: a structure of composition C11H18BaF6O3PS, with ωB97M-V/def2-TZVPD.

The calculation puts the frontier orbital gap (spin up / spin down) at 9.132 / 6.679 eV. The expectation value of S² is 0.765. The LUMO energy (spin up / spin down) is -0.003 / -2.367 eV. As for the spin multiplicity: 2. The total energy is -54973.373 eV. For the relative energy (zero: lowest compared OMol25 entry of this formula, charge and spin), the calculation gives 10.9 kJ/mol. The net charge is 0. As for the highest occupied orbital energy (spin up / spin down): -9.135 / -9.046 eV.

Atoms and positions in Å:
Ba 0.55492 -0.08989 -0.05329
C -2.66722 -0.18802 0.89907
C -2.16103 1.08499 1.21843
C -1.31432 0.92178 2.31816
C -1.25059 -0.51156 2.66296
C -2.07701 -1.17846 1.80698
C -2.40474 -2.63705 1.76891
C -0.41911 -1.04744 3.78339
C -0.64590 2.01026 3.08682
C -2.54608 2.38662 0.57832
C -3.65040 -0.50691 -0.16744
H -3.48444 -2.79469 1.81079
H -1.96099 -3.16559 2.61014
H -2.05230 -3.11476 0.85089
H -0.72232 -0.61050 4.73808
H 0.63931 -0.80919 3.64743
H -0.50954 -2.12818 3.87003
H 0.09011 2.54919 2.48132
H -0.12307 1.62540 3.95957
H -1.37756 2.75144 3.41649
H -3.51327 2.74175 0.94235
H -2.61232 2.30066 -0.50695
H -1.81301 3.16359 0.79688
H -4.41397 -1.19620 0.19826
H -3.16523 -1.00386 -1.01562
H -4.13835 0.38857 -0.54679
C 1.74159 0.19546 -4.04467
S 0.19305 0.11185 -3.15898
O -0.88407 0.16822 -4.10263
O 0.21836 1.25064 -2.20803
O 0.24671 -1.14413 -2.38150
H 2.19975 1.15983 -3.84486
H 1.52817 0.08671 -5.10387
H 2.38391 -0.61053 -3.70097
F 2.54907 -1.61095 1.09869
P 3.60293 -0.36046 1.40098
F 4.52881 0.90167 1.64330
F 3.24010 0.22712 -0.11514
F 4.77314 -1.21689 0.77160
F 2.30879 0.51696 1.98894
F 3.83632 -0.93296 2.85946

Electronic structure analysis, Mulliken charges in units of e:
1 Ba 1.91
2 C 1.02
3 C 0.08
4 C 0.55
5 C 0.66
6 C 0.44
7 C -1.48
8 C -1.66
9 C -1.48
10 C -1.83
11 C -1.49
12 H 0.35
13 H 0.41
14 H 0.28
15 H 0.35
16 H 0.27
17 H 0.40
18 H 0.26
19 H 0.42
20 H 0.40
21 H 0.33
22 H 0.41
23 H 0.43
24 H 0.36
25 H 0.27
26 H 0.42
27 C -1.01
28 S 1.55
29 O -0.65
30 O -0.93
31 O -0.94
32 H 0.30
33 H 0.37
34 H 0.31
35 F -0.40
36 P 1.17
37 F -0.36
38 F -0.40
39 F -0.33
40 F -0.38
41 F -0.34


(2)
Computed, not measured: the molecule C4H9N in a non-equilibrium geometry, with ωB97M-V/def2-TZVPD.

The calculation puts the frontier orbital gap at 9.021 eV. The LUMO energy is 1.224 eV. The structure (SMILES) is C/C=C/NC. The total energy is -5783.009 eV. For the relative energy (zero: lowest compared OMol25 entry of this formula, charge and spin), the calculation gives 77.5 kJ/mol. The net charge is 0. As for the highest occupied orbital energy: -7.797 eV.

Atoms and positions in Å:
C 1.28574 -0.73061 2.00952
C 0.52643 0.20521 1.15517
C -0.01918 -0.21006 0.01122
N -0.84180 0.64134 -0.77903
C -1.02212 0.24393 -2.17348
H 1.47144 -1.66960 1.48651
H 2.27736 -0.35444 2.27943
H 0.78512 -1.01774 2.94200
H 0.48734 1.22075 1.53188
H -0.03880 -1.20547 -0.40626
H -0.53944 1.58162 -0.66278
H -1.93423 0.74424 -2.52217
H -0.20055 0.47516 -2.84491
H -1.37522 -0.78607 -2.14140

Electronic structure analysis, Mulliken charges in units of e:
1 C -1.10
2 C -0.09
3 C -0.11
4 N -0.31
5 C -0.92
6 H 0.29
7 H 0.29
8 H 0.27
9 H 0.25
10 H 0.24
11 H 0.25
12 H 0.30
13 H 0.27
14 H 0.37


(3)
Computed, not measured: a structure of composition C14H23ClIO2P2Tl in a non-equilibrium geometry, with ωB97M-V/def2-TZVPD.

The calculation puts the frontier orbital gap (spin up / spin down) at 3.221 / 3.220 eV. The LUMO energy (spin up / spin down) is -9.159 / -9.159 eV. The total energy is -62862.962 eV. For the relative energy (zero: lowest compared OMol25 entry of this formula, charge and spin), the calculation gives 0.0 kJ/mol. The net charge is +2. As for the highest occupied orbital energy (spin up / spin down): -12.380 / -12.379 eV.

Atoms and positions in Å:
C -4.00170 2.47823 -5.49811
C -3.74767 1.25816 -4.66177
H -4.85925 2.25484 -6.14068
H -3.10230 2.68883 -6.11769
H -4.21895 3.33675 -4.83548
O -4.43610 0.29028 -4.49665
I 0.58369 3.58199 -3.64848
Tl -1.72690 1.99808 -3.30976
P 1.52246 -0.74088 -1.63371
C 1.51213 -2.51246 -1.29802
C 1.12941 -0.50465 -3.36055
H 3.25446 0.93925 -1.45202
H 3.80966 -0.62998 -2.15411
H 3.54311 -0.47818 -0.38163
C 3.18840 -0.15453 -1.37107
H 1.12856 0.55106 -3.66748
H 1.89793 -1.04053 -3.93314
H 2.25500 -2.96493 -1.99437
H 0.53422 -2.97426 -1.49026
H 0.15235 -0.95511 -3.57066
H 1.82410 -2.73696 -0.26848
C -0.83054 -1.37323 1.03269
O -1.09807 -2.37291 0.55264
Cl 0.18799 0.60976 -0.68799
C -2.31046 1.00941 2.91855
P -0.63667 1.00438 2.19766
C -0.28095 2.81501 2.10236
C 0.38385 0.52542 3.60834
C 1.35861 -0.47725 3.40428
C 2.13112 -0.92438 4.48866
C 1.94533 -0.33690 5.75101
C 1.02363 0.69532 5.93232
C 0.25156 1.13322 4.86126
H -3.01343 1.30078 2.12576
H -2.36170 1.72083 3.75598
H -2.56195 -0.00644 3.24725
H -0.55365 3.25835 3.06666
H 0.79417 2.94914 1.91930
H -0.89196 3.25646 1.30220
H 1.51405 -0.91547 2.40917
H 2.86892 -1.72084 4.34023
H 2.54452 -0.68800 6.59142
H 0.89884 1.16215 6.90399
H -0.45932 1.94287 4.98576

Electronic structure analysis, Mulliken charges in units of e:
1 C -0.99
2 C 0.50
3 H 0.31
4 H 0.41
5 H 0.39
6 O -0.23
7 I -0.09
8 Tl 0.63
9 P 1.12
10 C -1.14
11 C -0.99
12 H 0.36
13 H 0.42
14 H 0.40
15 C -1.15
16 H 0.11
17 H 0.42
18 H 0.42
19 H 0.40
20 H 0.32
21 H 0.38
22 C 0.18
23 O -0.24
24 Cl -0.18
25 C -1.31
26 P 0.65
27 C -1.24
28 C 0.54
29 C -0.11
30 C -0.59
31 C -0.42
32 C -0.82
33 C -0.24
34 H 0.36
35 H 0.38
36 H 0.39
37 H 0.43
38 H 0.32
39 H 0.36
40 H 0.19
41 H 0.37
42 H 0.37
43 H 0.39
44 H 0.21